Entry 1:
Density functional theory data (ωB97M-V/def2-TZVPD) for a single C3H4 molecule.

```
! RIJCOSX wB97M-V def2-TZVPD def2/J DEFGRID3
* xyz 0 1
C -0.49438 -0.59769 0.07014
C -1.63155 0.13647 -0.08242
C 0.71331 0.03920 0.00434
H -0.39065 -1.58022 -0.14851
H -1.60055 1.09163 0.33719
H 0.97609 1.14855 -0.01619
H 1.46331 -0.64532 -0.26410
*
```

Output
- Kohn-Sham gap (alpha / beta) (eV) = 7.59 / 8.25
- F_max (eV/Å) = 3.292
- DFT total energy (eV) = -3170.6992

Atomic partial charges in e from the Mulliken method, atoms 1 to 6: -0.02 -0.42 -0.63 0.33 0.22 0.25

---

Entry 2:
Density functional theory data (ωB97M-V/def2-TZVPD) for a molecular structure, C48H44BrLuN6O8PS.

```
! RIJCOSX wB97M-V def2-TZVPD def2/J DEFGRID3
* xyz 1 1
Lu -2.73841 7.79134 20.71552
C 5.43725 9.12664 19.10829
C 4.02135 9.01486 19.63104
C 2.99168 9.75623 19.10752
C 1.68531 9.73202 19.61216
C 1.39452 8.83865 20.63840
C 2.48333 8.22789 21.30810
C 3.70882 8.18603 20.72141
S -0.24727 8.78541 21.26195
O -1.18808 9.42290 20.25747
O -0.65558 7.33987 21.16653
N -0.20096 9.34964 22.70487
C -1.44654 9.60106 23.51091
C -2.61029 8.96389 22.84162
O -3.22869 9.64364 21.88724
O -2.95598 7.77727 23.09403
H 5.49798 9.90702 18.33785
H 5.67493 8.18481 18.64750
H 6.15067 9.28155 19.96209
H 3.17085 10.37808 18.21942
H 0.90252 10.32507 19.16489
H 2.27476 7.67730 22.20197
H 4.44715 7.53878 21.11424
H -1.58949 10.69241 23.47248
H -1.22182 9.31654 24.54322
N -3.66222 12.06034 20.79589
C -5.00455 12.49518 21.22769
C -5.14259 13.86408 21.54615
C -6.37980 14.46386 21.79572
C -7.47754 13.60750 22.06296
C -7.31598 12.24112 21.87971
C -6.11366 11.67195 21.38030
P -6.07406 9.91391 20.95138
C -6.76160 9.18561 22.37970
C -6.73324 9.84036 23.61379
C -7.25707 9.24622 24.76642
C -7.91770 8.03554 24.68788
C -8.03802 7.42456 23.40559
C -7.36727 7.91963 22.30071
C -7.26464 9.66053 19.62757
C -8.40269 10.43128 19.43003
C -9.31413 10.19098 18.39873
C -9.18450 9.00495 17.66705
C -8.09310 8.14706 17.86869
C -7.16544 8.48134 18.83373
H -3.40236 11.10604 21.23075
H -2.84734 12.60100 21.14298
H -4.30323 14.51688 21.51937
H -6.42959 15.57794 21.81919
H -8.40452 14.02806 22.39681
H -8.15397 11.59618 22.16004
H -6.29658 10.83614 23.64615
H -7.18211 9.85199 25.70419
H -8.38604 7.53450 25.55340
H -8.64678 6.52563 23.27357
H -7.37075 7.30722 21.36960
H -8.63233 11.21936 20.14434
H -10.10350 10.91364 18.21815
H -9.98635 8.61847 16.99698
H -7.90851 7.28746 17.22898
H -6.37638 7.81169 19.05501
C -1.28779 5.27842 18.46653
O -2.10696 6.49393 18.54542
C -2.68570 7.09899 17.44267
C -2.55393 6.58387 16.17334
C -2.78041 7.37181 15.03572
Br -2.53318 6.79247 13.24302
C -3.23165 8.71728 15.23450
C -3.51989 9.18869 16.51369
C -3.25188 8.40820 17.68504
O -3.52309 8.83377 18.86409
C -3.88038 10.62294 16.72198
N -3.44862 11.58956 15.95676
C -4.12230 12.74790 16.28742
C -3.98701 14.04083 15.82545
C -4.80520 15.00845 16.36651
C -5.69741 14.74151 17.41873
C -5.86611 13.43107 17.91702
C -5.04641 12.42179 17.36839
N -4.83605 11.03888 17.63999
H -0.63802 5.40296 17.54799
H -2.00076 4.43188 18.36448
H -0.74489 5.21960 19.42053
H -2.14253 5.56787 16.09573
H -3.36313 9.43083 14.35841
H -3.56264 11.89712 19.75443
H -3.21260 14.29112 15.09552
H -4.72791 16.10340 16.11300
H -6.32373 15.52264 17.86588
H -6.52636 13.25059 18.75784
H -5.21813 10.45638 18.39367
O -6.17038 1.97910 20.04872
C -6.72264 3.15978 19.54086
N -7.31504 4.03013 20.51648
C -6.87757 4.10195 21.86848
O -7.55352 3.87939 22.87186
C -5.42904 4.42874 21.96762
C -4.63088 3.97422 23.03220
C -3.27000 4.25632 23.05266
C -2.75226 5.01422 22.00057
N -3.57264 5.66449 21.12971
C -4.85501 5.24856 21.04891
H -6.06913 1.99815 21.03380
H -7.53256 2.77772 18.81904
H -5.92756 3.66685 18.98781
H -8.34753 3.96806 20.55894
H -5.06788 3.27039 23.75338
H -2.60957 3.99277 23.88849
H -1.65570 5.14909 21.91467
H -5.50498 5.69236 20.29339
*
```

Output
- Kohn-Sham gap (eV) = 6.21
- F_max (eV/Å) = 3.458
- DFT total energy (eV) = -199594.3574

Atomic partial charges in e from the Mulliken method, atoms 1 to 6: 1.58 -1.34 0.92 -0.79 -0.27 -0.29

---

Entry 3:
Density functional theory data (ωB97M-V/def2-TZVPD) for 2 unconnected molecules or ions with the total composition C4H13NOS.

```
! RIJCOSX wB97M-V def2-TZVPD def2/J DEFGRID3
* xyz 0 1
C 0.36757 -1.91254 0.94294
S -1.12161 -1.05409 1.59192
C -0.88908 0.72460 1.50724
C -0.96031 1.46122 0.15669
C 0.17919 1.17848 -0.79595
N 1.53127 1.46514 -0.24289
H 1.14418 -1.94501 1.71357
H 0.82508 -1.56554 0.03056
H -0.03050 -2.92441 0.90008
H 0.02680 1.09672 1.96726
H -1.68962 1.06471 2.16842
H -1.07406 2.50730 0.46781
H -1.90202 1.24221 -0.36282
H 0.13500 0.13432 -1.07964
H 0.10539 1.74600 -1.72207
H 1.47462 2.34681 0.25573
H 1.86042 0.72019 0.35415
O -0.24717 -1.93288 -2.41808
H -0.42400 -2.59270 -3.06216
H 0.68884 -1.76051 -2.37275
*
```

Output
- structure (SMILES) = CSCCCN.O
- Kohn-Sham gap (eV) = 9.10
- F_max (eV/Å) = 1.563
- DFT total energy (eV) = -18731.1814

Atomic partial charges in e from the Mulliken method, atoms 1 to 6: -0.66 -0.07 -0.71 -0.50 -0.21 -0.57